Record 1
{"formula": "C31H34N5", "method": "wB97M-V/def2-TZVPD", "fmax_ha_per_bohr": 0.039, "e_lumo_ev": -3.08, "gap_ev": 7.381, "homo_energy_ev": -10.46, "molar_mass_g_mol": 476.65, "charge": 1, "relative_energy_ev": 1.803, "total_energy_ev": -40141.348, "species": ["N", "N", "N", "N", "N", "C", "C", "C", "C", "C", "C", "C", "C", "C", "C", "C", "C", "C", "C", "C", "C", "C", "C", "C", "C", "C", "C", "C", "C", "C", "C", "C", "C", "C", "C", "C", "H", "H", "H", "H", "H", "H", "H", "H", "H", "H", "H", "H", "H", "H", "H", "H", "H", "H", "H", "H", "H", "H", "H", "H", "H", "H", "H", "H", "H", "H", "H", "H", "H", "H"], "positions_angstrom": [[0.3319, -0.9721, 1.2684], [0.0025, 2.6907, -0.4509], [0.2969, -2.2946, -1.1874], [-2.2823, 1.4784, 0.6850], [2.5537, 1.6985, 0.1252], [-3.4990, -1.0300, 0.1115], [5.8635, 1.0470, 1.8993], [-2.3807, 2.8159, 0.1256], [-1.4632, -1.7106, -2.8114], [-2.0219, -4.4390, -3.1977], [0.1420, 1.6536, 0.4355], [6.5844, 1.5878, 2.9703], [1.1395, 3.1699, -1.2515], [1.4726, -0.2289, 1.2494], [-1.0256, 0.9786, 0.9491], [-2.4546, -2.1058, -3.7168], [3.8854, 1.0754, 0.3149], [4.1524, 2.7346, 2.2070], [2.3279, 2.2158, -1.2133], [-5.5884, -2.0407, 1.6699], [-1.0417, -4.0539, -2.2796], [0.3304, -2.3845, 0.1780], [-5.0003, -0.8166, 2.0084], [-5.1366, -2.7570, 0.5604], [-3.3757, 1.0535, 1.5673], [-3.9654, -0.3008, 1.2211], [-0.8021, -2.6872, -2.0498], [4.6456, 1.6223, 1.5101], [1.4338, 1.0979, 0.7195], [6.0950, 2.6966, 3.6642], [-1.3269, 3.0096, -0.9579], [-4.0851, -2.2573, -0.2120], [-0.8813, -0.3636, 1.4095], [-2.7474, -3.4638, -3.9034], [1.6037, -2.3175, -1.8144], [4.8751, 3.2681, 3.2824], [6.2342, 0.1767, 1.3477], [-6.4053, -2.4231, 2.2781], [-1.1983, -0.6636, -2.6551], [1.4757, 4.1688, -0.8950], [-0.4383, -4.7797, -1.7221], [-2.6848, -0.6146, -0.4899], [-3.3899, 2.9209, -0.2987], [2.1578, 1.3780, -1.9279], [6.6580, 3.1224, 4.4898], [-3.0233, 1.0416, 2.6090], [-1.7486, -1.0630, 1.5622], [-2.1940, -5.5060, -3.3767], [4.4735, 4.1327, 3.8061], [3.2022, 3.1817, 1.8929], [-2.2638, 3.5925, 0.9064], [4.4674, 1.2350, -0.5993], [0.8260, 3.3066, -2.3062], [3.2342, 2.7407, -1.5536], [-1.5711, 2.3426, -1.8076], [1.2881, -2.8492, 0.6072], [2.3980, -0.8419, 1.3789], [2.0950, -1.3374, -1.6805], [-3.5021, -3.7734, -4.6225], [7.5346, 1.1407, 3.2562], [-1.3413, 4.0458, -1.3382], [-4.1592, 1.8176, 1.5144], [-5.6018, -3.6972, 0.2861], [-2.9846, -1.3480, -4.2971], [-0.6733, -2.4744, 0.5913], [3.7734, -0.0084, 0.3963], [1.5180, -2.4985, -2.8866], [2.2395, -3.0988, -1.3535], [-3.7176, -2.8017, -1.0749], [-5.3365, -0.2355, 2.8770]]}

---

Record 2
{"formula": "C31H34N5O8Ru", "method": "wB97M-V/def2-TZVPD", "fmax_ha_per_bohr": 0.005, "e_lumo_ev": [0.58, -0.27], "gap_ev": [8.224, 7.276], "homo_energy_ev": [-7.65, -7.55], "molar_mass_g_mol": 705.71, "multiplicity": 2, "charge": 0, "total_energy_ev": -59113.083, "species": ["Ru", "O", "O", "O", "O", "O", "O", "O", "O", "N", "N", "N", "N", "N", "C", "C", "C", "C", "C", "C", "C", "C", "C", "C", "C", "C", "C", "C", "C", "C", "C", "C", "C", "C", "C", "C", "C", "C", "C", "C", "C", "C", "C", "C", "C", "H", "H", "H", "H", "H", "H", "H", "H", "H", "H", "H", "H", "H", "H", "H", "H", "H", "H", "H", "H", "H", "H", "H", "H", "H", "H", "H", "H", "H", "H", "H", "H", "H", "H"], "positions_angstrom": [[-1.5147, 1.2407, 0.4526], [-2.2560, 3.2998, 0.3114], [2.6370, -3.0352, -2.2739], [-5.3184, -0.2426, -0.3257], [-3.2575, 0.6014, -0.5612], [-0.7680, -0.7227, -2.5353], [-2.6968, 0.3550, 2.0080], [3.3553, 0.8984, 2.5266], [1.1939, 1.5581, -1.9402], [-0.6269, 2.4551, -0.8788], [-0.5896, -0.5700, 0.1470], [0.5819, 3.6895, -2.4410], [1.4982, 0.1201, 0.9032], [1.3274, -1.7596, -0.4251], [-1.5212, -1.6248, -1.8526], [3.1857, -3.1300, -1.0292], [4.0982, -3.2138, 1.5868], [0.7044, -0.7172, 0.2213], [-2.0351, -2.5372, 0.2993], [1.6731, 3.7480, -3.4024], [-0.1117, 1.7384, 1.8258], [-4.1254, 0.3262, 1.6537], [-0.2316, 4.7596, -2.2211], [-1.3594, -1.6039, -0.4670], [-4.6793, 1.6770, 2.0722], [4.4012, 1.2305, 3.4176], [-0.3327, 2.7471, 2.7727], [-1.4153, 3.5231, -0.5999], [0.6589, 3.1423, 3.6491], [1.1413, 1.1433, 1.8067], [-4.2664, 0.1900, 0.1154], [-1.1599, -0.3916, -3.8544], [4.3240, -3.8497, -0.7179], [-3.0781, -3.4429, -1.6533], [4.7868, -3.8839, 0.5960], [2.9460, -2.4972, 1.2790], [0.4277, 2.4802, -1.7403], [2.1612, 1.5545, 2.6796], [-4.7849, -0.8164, 2.3920], [2.4873, -2.4306, -0.0284], [1.9231, 2.5555, 3.6013], [-2.8955, -3.4575, -0.2815], [-2.3849, -2.5359, -2.4431], [3.2529, -3.7644, -3.3182], [-1.2364, 4.7440, -1.3230], [-1.8750, -2.5548, 1.3720], [4.8601, -4.3838, -1.4889], [2.4008, -1.9945, 2.0660], [0.9929, -1.9554, -1.3573], [4.7135, 2.2703, 3.2916], [-4.6951, -0.6751, 3.4706], [-4.6260, 1.7878, 3.1563], [-3.7619, -4.1396, -2.1194], [2.5998, 3.4339, -2.9284], [-2.3842, -0.5520, 2.1204], [-0.9456, -1.2051, -4.5534], [4.4414, -3.2492, 2.6121], [-5.8357, -0.8517, 2.1135], [4.2742, -3.4171, -3.4924], [2.6989, 2.8827, 4.2781], [-5.7190, 1.7452, 1.7533], [2.4887, -0.0481, 0.8183], [1.4793, 3.0834, -4.2438], [0.4672, 3.9253, 4.3722], [4.1007, 1.0672, 4.4556], [-1.3013, 3.2313, 2.8044], [2.6547, -3.5836, -4.2067], [5.2302, 0.5723, 3.1718], [-2.5253, -2.5321, -3.5149], [5.6810, -4.4452, 0.8310], [-0.5703, 0.4807, -4.1251], [-1.8690, 5.5968, -1.1416], [-0.0099, 5.6349, -2.8171], [-4.1190, 2.4827, 1.5985], [-3.4280, -4.1662, 0.3381], [-2.2244, -0.1496, -3.8922], [3.2643, -4.8346, -3.0982], [1.7690, 4.7700, -3.7610], [-4.3470, -1.7776, 2.1133]]}

---

Record 3
{"formula": "C31H35", "method": "wB97M-V/def2-TZVPD", "fmax_ha_per_bohr": 0.018, "e_lumo_ev": -5.33, "gap_ev": 6.188, "homo_energy_ev": -11.52, "molar_mass_g_mol": 407.62, "charge": 1, "relative_energy_ev": 0.218, "total_energy_ev": -32707.751, "species": ["C", "C", "C", "C", "C", "C", "C", "C", "C", "C", "C", "C", "C", "C", "C", "C", "C", "C", "C", "C", "C", "C", "C", "C", "C", "C", "C", "C", "C", "C", "C", "H", "H", "H", "H", "H", "H", "H", "H", "H", "H", "H", "H", "H", "H", "H", "H", "H", "H", "H", "H", "H", "H", "H", "H", "H", "H", "H", "H", "H", "H", "H", "H", "H", "H", "H"], "positions_angstrom": [[2.4754, 1.9511, 1.8817], [-2.1671, 0.9332, 0.1652], [2.4285, 0.7957, 0.9829], [-4.5761, 0.6282, -0.7497], [2.3485, 0.2773, -2.7997], [-2.7324, -2.7887, 0.0076], [-3.6838, 1.0242, 0.4419], [3.1622, 3.1338, 1.5286], [2.4328, 4.1873, 3.5858], [2.4101, -0.6423, -5.0653], [2.2251, 1.5771, -3.3553], [2.2786, 0.6488, -5.6003], [-0.7221, -0.5888, -1.1368], [-5.1294, -1.7594, 0.1360], [1.7198, 3.0309, 3.9311], [2.1967, 1.7522, -4.7400], [-5.6419, -0.4348, -0.4516], [2.3622, 0.0289, -1.3816], [-1.6225, -0.4415, -0.1442], [1.7938, 1.9026, 3.1194], [-4.0455, -2.4686, -0.7055], [3.1862, 4.2181, 2.4044], [1.7409, -1.6217, 1.1198], [2.4362, -0.8270, -3.6867], [3.6288, -2.0559, 3.1380], [2.8420, -3.1184, 2.6725], [3.4418, -0.7772, 2.6251], [-2.0349, -1.6158, 0.7249], [2.5251, -0.5434, 1.5693], [1.8997, -2.8966, 1.6593], [2.3246, 1.0104, -0.4080], [4.0134, 0.0648, 3.0224], [-4.4722, -3.4256, -1.0383], [-5.9954, -2.4382, 0.2011], [4.3838, -2.2175, 3.9082], [3.7838, 5.0950, 2.1551], [2.4772, -1.5066, -5.7284], [-2.0363, -3.2155, -0.7271], [-1.9155, 1.5965, -0.6738], [2.0931, 2.7578, -5.1519], [-1.6402, 1.3365, 1.0509], [1.1148, 3.0018, 4.8363], [-1.1253, -2.0287, 1.2001], [-4.7968, -1.6068, 1.1729], [-0.3614, 0.2816, -1.6881], [2.4910, -1.0083, -1.0801], [-5.1103, 1.5324, -1.0780], [2.1278, 2.4380, -2.6904], [2.9716, -4.1142, 3.0914], [-3.9285, 0.4421, 1.3395], [2.4069, 5.0573, 4.2413], [-6.3851, -0.0166, 0.2445], [-2.9192, -3.5731, 0.7552], [-3.9072, 2.0724, 0.6889], [-3.8393, -1.9019, -1.6254], [2.5006, -1.8324, -3.2625], [-0.3477, -1.5741, -1.4263], [-3.9681, 0.3133, -1.6104], [0.9737, -1.4230, 0.3663], [1.2932, -3.7215, 1.2829], [1.2896, 0.9794, 3.4138], [3.7022, 3.1720, 0.5812], [-2.6552, -1.2491, 1.5525], [-6.1802, -0.6479, -1.3876], [2.2277, 2.0499, -0.7267], [2.2303, 0.7905, -6.6783]]}

---

Record 4
{"formula": "C31H35As2BEuN4O5S", "method": "wB97M-V/def2-TZVPD", "fmax_ha_per_bohr": 0.078, "e_lumo_ev": [3.26, 3.26], "gap_ev": [2.319, 2.376], "homo_energy_ev": [0.94, 0.88], "molar_mass_g_mol": 888.33, "multiplicity": 8, "charge": -2, "total_energy_ev": -201425.624, "species": ["Eu", "As", "As", "S", "O", "O", "O", "O", "O", "N", "N", "N", "N", "C", "C", "C", "C", "C", "C", "C", "C", "C", "C", "C", "C", "C", "C", "C", "C", "C", "C", "C", "C", "C", "C", "C", "C", "C", "C", "C", "C", "C", "C", "C", "B", "H", "H", "H", "H", "H", "H", "H", "H", "H", "H", "H", "H", "H", "H", "H", "H", "H", "H", "H", "H", "H", "H", "H", "H", "H", "H", "H", "H", "H", "H", "H", "H", "H", "H", "H"], "positions_angstrom": [[-2.6808, -0.9741, 0.8836], [2.0432, 2.8571, -1.4179], [3.8717, 1.4017, 0.7594], [-1.0135, 1.5119, 0.3622], [-4.9775, 3.8299, -2.6929], [1.3269, 5.5455, 1.7144], [-3.8349, 0.0523, -1.0235], [2.2292, 6.9397, 3.3736], [-5.9875, 2.7445, -0.8674], [-2.8259, -2.2703, 2.9281], [-0.8127, -2.0227, -0.2115], [-2.7057, 1.0056, 2.3960], [-4.5631, -2.0886, -0.0071], [1.7561, 6.1968, 2.6104], [0.6538, 2.4367, -2.7579], [-5.4941, 3.3173, -1.7922], [3.9215, 1.7452, -3.4355], [1.3590, -3.4469, -0.5361], [4.4234, 1.0552, -1.1339], [-3.3690, 1.2006, 3.5357], [-3.4861, 2.4986, 4.0475], [2.8300, -5.4139, -0.2680], [-2.6643, -3.0046, 3.8186], [-5.1193, -3.0537, 0.7665], [-5.0090, -1.9608, -1.3014], [-6.1564, -3.8624, 0.3286], [1.6040, -4.7678, -0.1120], [-5.9826, -2.8268, -1.8313], [-6.6177, -3.7557, -1.0389], [2.5236, 4.6752, -2.0595], [-1.9378, 1.9953, 1.7525], [-2.8755, 3.6162, 3.4147], [0.0991, -2.7773, -0.2174], [3.7774, -4.8049, -1.0881], [-2.0098, 3.3051, 2.3287], [5.6559, 0.2372, -3.0593], [-4.6456, -0.7121, -2.0483], [4.9819, 1.0824, -3.9697], [2.3870, -2.8353, -1.2050], [5.2281, 2.8515, 1.2746], [3.5001, -3.5258, -1.6260], [3.6337, 1.7784, -2.0584], [4.9797, -0.0008, 1.6593], [5.4936, 0.2066, -1.6666], [-2.5597, -4.4118, 4.5299], [-3.7747, 0.3597, 4.0493], [6.4415, -0.4288, -3.3946], [-7.3051, -4.4987, -1.5093], [-0.2149, 2.3044, -2.1096], [2.9966, 5.2118, -1.2475], [6.1836, -0.2655, -0.9850], [2.3141, -1.7803, -1.5290], [5.3461, 1.1888, -4.9961], [3.2836, 2.3960, -4.0116], [-6.0736, -2.7576, -2.9076], [5.9464, -0.0725, 1.1751], [-3.4609, -4.2218, 5.3056], [0.8731, 1.5192, -3.3813], [5.5321, 2.5150, 2.1998], [-4.0319, -0.9333, -2.9808], [4.1966, -3.0377, -2.3476], [3.0445, -6.2554, 0.3682], [-2.4454, -5.3915, 3.8480], [3.2748, 4.5581, -2.8723], [-3.5783, 0.9890, -1.3145], [-4.8421, -3.0093, 1.8798], [6.0485, 2.8412, 0.5929], [4.3863, -0.9207, 1.4871], [-1.5442, 4.1758, 1.7926], [5.1829, 0.3356, 2.6889], [0.6897, -5.2705, 0.2635], [-6.5385, -4.6778, 0.9208], [0.3515, 3.2879, -3.4899], [-5.5714, -0.0811, -2.1487], [4.7564, 3.8356, 1.4884], [-1.5449, -4.6233, 5.3150], [4.7375, -5.2228, -1.4535], [1.6109, 5.1418, -2.3871], [-3.0725, 4.6653, 3.7236], [-4.1486, 2.5532, 4.9091]]}

---

Record 5
{"formula": "C31H35As2KN4O12S3", "method": "wB97M-V/def2-TZVPD", "fmax_ha_per_bohr": 0.019, "e_lumo_ev": 3.97, "gap_ev": 5.996, "homo_energy_ev": -2.03, "molar_mass_g_mol": 940.78, "charge": -2, "relative_energy_ev": 0.000, "total_energy_ev": -233754.918, "species": ["As", "As", "K", "S", "S", "S", "O", "O", "O", "O", "O", "O", "O", "O", "O", "O", "O", "O", "N", "N", "N", "N", "C", "C", "C", "C", "C", "C", "C", "C", "C", "C", "C", "C", "C", "C", "C", "C", "C", "C", "C", "C", "C", "C", "C", "C", "C", "C", "C", "C", "C", "C", "C", "H", "H", "H", "H", "H", "H", "H", "H", "H", "H", "H", "H", "H", "H", "H", "H", "H", "H", "H", "H", "H", "H", "H", "H", "H", "H", "H", "H", "H", "H", "H", "H", "H", "H", "H"], "positions_angstrom": [[-5.8085, -0.1705, 3.0388], [-2.6272, 2.1679, 0.2897], [-0.6571, -0.8652, 0.1962], [-0.1342, -3.5547, 1.8356], [2.3682, 0.3780, -0.3624], [0.1261, -6.5361, 1.2236], [-0.0193, 3.2207, -0.4070], [-6.6932, 2.5502, 5.2099], [-3.1994, -1.5194, 0.3238], [-1.9280, -0.1722, 2.8755], [-5.0791, -2.2400, 1.3408], [-0.9400, 1.5843, 0.8162], [1.1896, 0.0631, -1.1893], [-4.8629, 4.0039, 0.9391], [-4.3483, 4.6883, 2.9561], [3.3019, 1.2786, -1.0242], [-2.1321, 1.8899, 3.7067], [-7.3298, 3.4252, 3.2956], [-0.0037, -3.5326, -1.1557], [1.9548, 0.7308, 1.0994], [-0.5542, -1.4402, -2.9905], [0.1464, -4.7844, -0.5914], [1.6319, -1.8227, -3.8853], [-4.4446, -0.0410, 1.7205], [0.3956, 0.0859, -4.5785], [-0.6208, -0.3474, -3.7427], [-3.0010, 0.9831, -1.2263], [1.4003, 2.0783, 1.1908], [0.7034, -3.3535, -2.1974], [-3.9714, 4.3885, 4.3022], [3.2594, -3.4138, 0.6848], [4.5722, -5.2499, -0.4136], [-4.5670, 3.7096, 2.0646], [-0.1708, -6.4617, 2.9973], [4.0680, -1.5617, -1.2122], [-2.4699, 1.0437, 2.9063], [-5.5904, 1.7899, 3.1911], [2.7946, -2.1117, 0.7519], [1.5500, -0.6769, -4.6499], [-5.7533, 1.7503, 5.9337], [-4.2700, -1.3116, 1.1621], [0.0984, 2.3597, 0.4258], [-3.5952, 1.2041, 1.8779], [-7.4476, -0.0419, 1.9415], [0.5702, -2.1583, -3.0474], [-0.8078, -0.3787, 3.7477], [-6.5889, 2.6620, 3.8540], [0.0246, -4.8196, 0.7080], [-3.2648, -2.7357, -0.4384], [4.5412, -2.8674, -1.2598], [3.1817, -1.1924, -0.2126], [-4.5680, 2.2536, 2.4705], [4.1270, -3.8128, -0.3271], [-3.3603, 5.2264, 4.6335], [-3.9389, 0.4616, -1.0370], [-5.8479, 2.0563, 6.9741], [-1.1859, -6.1369, 3.2129], [2.0968, 2.8517, 0.8550], [-2.2314, 0.2490, -1.4578], [4.3603, -0.8254, -1.9505], [1.1640, 2.2684, 2.2428], [0.5272, -5.7847, 3.4808], [-2.4193, -2.7177, -1.1248], [-7.3376, 0.7622, 1.2155], [2.5191, -2.4428, -3.8872], [5.1815, -5.4202, -1.3025], [2.0976, -1.8196, 1.5236], [-0.0210, -7.4842, 3.3521], [3.7045, -5.9115, -0.4548], [-3.1868, -3.6076, 0.2091], [0.0700, 0.1461, 3.3625], [-1.0371, -0.0300, 4.7530], [5.1600, -5.5334, 0.4626], [-7.5288, -1.0002, 1.4304], [-3.1169, 1.6594, -2.0741], [0.2872, 1.0039, -5.1398], [-4.2163, -2.7780, -0.9691], [1.4247, -4.1133, -2.5090], [-4.8643, 4.3302, 4.9272], [-3.3871, 3.4730, 4.3592], [5.2242, -3.1619, -2.0509], [2.3794, -0.3716, -5.2765], [-5.9818, 0.6903, 5.8363], [-8.3311, 0.1253, 2.5609], [-0.6329, -1.4512, 3.7394], [2.8928, -4.1377, 1.4045], [-1.5390, 0.2269, -3.6680], [-4.7315, 1.9224, 5.5943]]}